Record 1
105
Properties=species:S:1:pos:R:3:lowdin_spin:R:1 method="wB97M-V/def2-TZVPD" fmax_ev_per_a=3.4 e_tot_ha=-4278.2673 charge=+3 e_above_lowest_ev=2.177 multiplicity=6
Fe -1.7908 -1.5977 -0.4421 4.1819
N -3.5318 -0.4027 0.2887 0.0922
C -3.7227 -0.4999 1.7449 0.0060
C -3.4348 -1.9408 2.1269 0.0051
N -2.0854 -2.3015 1.6321 0.0784
C -1.8070 -3.7489 1.8253 0.0043
C -2.1984 -4.5140 0.5709 0.0100
N -1.5683 -3.8053 -0.5490 0.1158
H -4.3124 -0.8486 -0.1810 0.0008
H -3.5718 0.5688 -0.0179 0.0027
H -3.0173 0.1670 2.2451 0.0000
H -4.7280 -0.2125 2.0563 0.0029
H -3.5134 -2.0751 3.2072 0.0019
H -4.1650 -2.6028 1.6540 0.0000
H -1.4162 -1.7850 2.2088 0.0021
H -0.7381 -3.8812 1.9642 -0.0002
H -2.3248 -4.1339 2.7050 0.0019
H -1.8497 -5.5451 0.6561 0.0041
H -3.2826 -4.5451 0.4361 0.0004
H -0.5534 -3.8169 -0.3928 0.0019
H -1.7292 -4.2765 -1.4307 0.0026
C 0.0999 -1.0481 -4.9320 0.0006
N -1.2087 -1.6796 -4.8004 0.0062
C -1.9066 -1.9803 -6.0517 0.0013
C -1.6905 -2.0625 -3.6113 0.0120
N -1.0946 -1.9426 -2.4609 0.0931
N -2.9316 -2.6930 -3.6587 0.0035
C -3.7122 -3.0155 -2.5775 0.0145
N -4.6067 -3.9961 -2.7958 0.0090
N -3.5625 -2.4044 -1.4407 0.0949
H 0.0417 -0.2785 -5.6979 0.0000
H 0.8618 -1.7743 -5.2221 0.0001
H 0.4001 -0.5670 -4.0043 0.0003
H -1.3657 -1.5204 -6.8720 0.0002
H -2.9147 -1.5622 -6.0549 0.0002
H -1.9401 -3.0537 -6.2586 0.0001
H -0.1914 -1.4952 -2.5491 0.0018
H -3.2606 -2.9928 -4.5615 0.0002
H -4.7404 -4.4079 -3.7052 0.0008
H -5.2940 -4.2368 -2.1012 0.0002
H -4.1912 -2.7961 -0.7448 0.0024
C 6.4451 -0.3964 -1.9821 0.0000
C 5.0462 -0.7061 -1.5472 -0.0001
C 3.9588 -0.0274 -2.0928 0.0001
C 2.6677 -0.2905 -1.6643 0.0005
C 2.4718 -1.2176 -0.6547 0.0136
C 3.5275 -1.9523 -0.1347 0.0031
C 4.8064 -1.6948 -0.5870 0.0012
S 0.8378 -1.5250 0.0656 0.0410
O 0.8443 -2.9902 0.3289 0.0019
C 1.1658 -0.8368 1.7326 0.0045
C 1.1869 -1.7750 2.7772 0.0008
C 1.4499 -1.3758 4.0588 0.0006
C 1.6373 -0.0099 4.3578 0.0003
C 1.8339 0.4270 5.6884 0.0000
C 1.9691 1.7577 5.9686 0.0004
C 1.9064 2.7075 4.9311 0.0000
C 1.7370 2.3174 3.6303 0.0004
C 1.6221 0.9446 3.3023 0.0004
C 1.4436 0.4999 1.9584 0.0026
C 1.5990 1.4356 0.8198 0.0024
C 2.8285 2.1218 0.5845 0.0003
C 3.9849 1.9006 1.3665 0.0004
C 5.1435 2.5815 1.1054 -0.0001
C 5.2056 3.5170 0.0573 0.0004
C 4.1167 3.7230 -0.7452 -0.0001
C 2.9135 3.0200 -0.5172 0.0004
C 1.8060 3.1762 -1.3853 0.0005
C 0.6533 2.4792 -1.1801 0.0029
C 0.5648 1.6205 -0.0707 0.0129
S -1.0020 0.7719 0.1821 0.0369
O -1.3730 0.3052 -1.2098 0.0982
C -1.9473 2.2718 0.4948 0.0092
C -2.6880 2.8564 -0.5198 0.0028
C -3.3138 4.0697 -0.2794 0.0004
C -3.2252 4.6908 0.9665 0.0014
C -3.9055 5.9975 1.2259 0.0003
C -2.4938 4.0584 1.9781 0.0001
C -1.8539 2.8549 1.7532 0.0017
H 6.4978 0.5547 -2.5078 0.0000
H 6.8114 -1.1726 -2.6573 0.0000
H 7.1185 -0.3736 -1.1260 0.0000
H 4.1281 0.7206 -2.8572 0.0000
H 1.8333 0.2410 -2.1038 0.0001
H 3.3421 -2.7114 0.6147 0.0001
H 5.6380 -2.2597 -0.1858 0.0002
H 1.0638 -2.8214 2.5367 0.0000
H 1.5139 -2.1051 4.8558 0.0001
H 1.8610 -0.3135 6.4773 0.0000
H 2.1218 2.0848 6.9878 0.0000
H 1.9899 3.7601 5.1660 0.0000
H 1.6801 3.0579 2.8436 0.0001
H 3.9603 1.1812 2.1729 0.0001
H 6.0181 2.4070 1.7173 0.0000
H 6.1202 4.0675 -0.1154 0.0000
H 4.1616 4.4304 -1.5635 0.0000
H 1.8913 3.8548 -2.2245 0.0001
H -0.1904 2.5752 -1.8511 0.0004
H -2.7542 2.3711 -1.4874 0.0003
H -3.8776 4.5400 -1.0743 0.0001
H -4.2929 6.4337 0.3086 0.0000
H -3.2201 6.7040 1.6937 0.0001
H -4.7400 5.8617 1.9165 0.0001
H -2.4267 4.5246 2.9528 0.0000
H -1.2714 2.3837 2.5395 0.0001



Record 2
107
Properties=species:S:1:pos:R:3:lowdin_spin:R:1 method="wB97M-V/def2-TZVPD" fmax_ev_per_a=0.9 e_tot_ha=-3515.1565 multiplicity=3
W -0.7506 0.5424 0.5992 1.5712
C 2.9829 1.2357 4.0825 0.0003
C 2.1675 2.0342 3.0650 0.0011
C 2.1023 3.4995 3.5172 0.0002
C 2.7307 1.9748 1.6499 0.0010
C 4.1029 1.8374 1.4529 0.0003
C 4.6528 1.9304 0.1857 0.0009
C 3.8348 2.1945 -0.9004 0.0009
C 2.4570 2.3080 -0.7532 0.0014
C 1.6007 2.6007 -1.9732 0.0013
C 2.0589 1.8278 -3.2169 0.0007
C 1.6024 4.1051 -2.2794 0.0003
C 1.9195 2.1692 0.5259 0.0110
N 0.4796 2.1887 0.6766 0.0110
C -0.1077 3.4435 0.5894 0.0074
O 0.4209 4.5080 0.8236 0.0157
C -1.5270 3.3575 0.0989 0.0279
C -2.3591 4.4232 -0.1568 -0.0063
C -3.6345 4.1584 -0.6459 0.0298
C -4.0342 2.8452 -0.8546 -0.0049
C -3.1384 1.8357 -0.5644 0.0274
N -1.9190 2.1111 -0.1211 0.0124
C -3.3760 0.3633 -0.7821 0.0115
O -4.4788 -0.0579 -1.0639 0.0345
N -2.2038 -0.3458 -0.6564 0.0138
C -2.2008 -1.6597 -1.2404 0.0078
C -2.1667 -2.8109 -0.4595 0.0007
C -2.1653 -4.0546 -1.0946 0.0002
C -2.1796 -4.1551 -2.4699 0.0000
C -2.2174 -2.9978 -3.2353 0.0005
C -2.2501 -1.7412 -2.6463 0.0007
C -2.2947 -0.5006 -3.5398 0.0005
C -2.8548 -0.7845 -4.9336 0.0001
C -0.9165 0.1605 -3.6659 0.0005
C -2.2331 -2.7806 1.0536 0.0057
C -3.6790 -2.9948 1.5132 0.0005
C -1.2940 -3.7853 1.7217 0.0005
H 2.4157 1.1230 5.0096 0.0000
H 3.9106 1.7569 4.3313 0.0001
H 3.2457 0.2428 3.7138 0.0000
H 1.1480 1.6464 3.0410 0.0010
H 3.1136 3.9127 3.5637 0.0000
H 1.6523 3.5741 4.5102 0.0000
H 1.5246 4.1089 2.8246 0.0000
H 4.7514 1.6742 2.3042 0.0000
H 5.7199 1.8082 0.0460 0.0000
H 4.2740 2.3184 -1.8825 0.0001
H 0.5764 2.2877 -1.7515 0.0019
H 2.9173 2.3115 -3.6884 0.0001
H 1.2548 1.7983 -3.9557 0.0000
H 2.3314 0.7999 -2.9736 0.0005
H 2.6067 4.4153 -2.5780 0.0000
H 1.3149 4.7022 -1.4122 0.0000
H 0.9175 4.3296 -3.1011 0.0001
H -2.0009 5.4262 0.0322 -0.0008
H -4.3138 4.9726 -0.8626 0.0017
H -5.0138 2.5798 -1.2294 -0.0004
H -2.1624 -4.9554 -0.4931 0.0000
H -2.1792 -5.1268 -2.9489 0.0000
H -2.2244 -3.0833 -4.3127 0.0001
H -2.9657 0.2267 -3.0847 0.0004
H -2.1502 -1.3489 -5.5485 0.0000
H -3.0471 0.1607 -5.4446 0.0000
H -3.7941 -1.3375 -4.8833 0.0000
H -0.1688 -0.5614 -4.0047 0.0001
H -0.5844 0.5637 -2.7091 0.0013
H -0.9543 0.9836 -4.3850 0.0000
H -1.9407 -1.7939 1.3991 0.0041
H -3.9954 -4.0191 1.2996 0.0002
H -4.3623 -2.3169 0.9977 0.0000
H -3.7725 -2.8248 2.5892 0.0000
H -1.6420 -4.8114 1.5853 0.0003
H -1.2533 -3.5990 2.7976 0.0001
H -0.2797 -3.7170 1.3213 0.0000
C 1.9965 -3.2636 -2.4238 -0.0004
Si 3.1439 -3.0737 -0.9708 -0.0013
C 4.5971 -2.0104 -1.4208 -0.0002
C 3.6754 -4.7745 -0.4291 0.0001
C 2.3067 -2.2927 0.5368 -0.0009
C 2.6134 -2.6944 1.8279 0.0253
C 1.9472 -2.1700 2.9412 -0.0019
C 0.9486 -1.2575 2.7334 0.0203
N 0.6498 -0.8237 1.5023 0.0202
C 1.3251 -1.2887 0.4259 0.0421
S 0.8237 -0.4789 -1.0224 0.0201
H 2.3149 -4.1290 -3.0119 -0.0001
H 2.0231 -2.3810 -3.0674 -0.0001
H 0.9553 -3.4153 -2.1225 0.0001
H 5.0544 -2.3505 -2.3549 -0.0001
H 5.3648 -2.0201 -0.6427 0.0001
H 4.2689 -0.9746 -1.5593 0.0001
H 4.0902 -5.3212 -1.2804 0.0000
H 2.8198 -5.3420 -0.0524 0.0001
H 4.4414 -4.7568 0.3511 0.0000
H 3.3849 -3.4417 1.9837 0.0015
H 2.1897 -2.4807 3.9479 -0.0006
H 0.3591 -0.8456 3.5474 0.0008
I -1.6599 3.3300 3.7269 0.0017
C -2.7822 2.1455 5.0640 0.0004
I -1.8495 0.3341 5.6488 0.0002
H -3.7295 1.9040 4.5974 0.0000
H -2.9191 2.7307 5.9628 0.0001
N -6.5532 1.7160 2.0173 0.0039
C -5.6224 1.0719 2.2426 0.0026
N -4.5786 0.3312 2.5698 0.0201
C -3.3840 0.3946 2.2551 0.0278
N -2.2168 0.4143 2.0579 0.0183



Record 3
116
Properties=species:S:1:pos:R:3:lowdin_charge:R:1 method="wB97M-V/def2-TZVPD" fmax_ev_per_a=4.9 e_tot_ha=-4318.4011 charge=+2 e_above_lowest_ev=0.000
Y -2.3818 -0.6416 1.3480 1.4623
C 2.3830 -0.6844 2.4076 -0.0270
C 1.5440 0.1336 3.3897 -0.2319
N 2.0828 0.4319 4.5315 0.1144
C 1.4607 1.0965 5.4612 -0.0999
C 0.1349 1.3814 5.3443 -0.1528
C -0.4967 2.2665 6.3468 -0.1884
O -1.1410 3.3873 5.6684 -0.0646
C -0.5615 0.9004 4.2065 -0.0816
C -1.9956 0.9656 4.2426 0.0324
N -2.8688 0.8793 3.1893 -0.0676
C -4.2148 1.2494 3.2986 -0.3795
C -5.0896 0.7115 4.2731 -0.0327
C -6.4949 0.9282 4.2660 -0.0542
C -6.9962 1.8452 3.3311 -0.0686
C -6.1482 2.3962 2.3828 -0.1409
C -4.7944 2.0259 2.2482 -0.6298
I -3.7843 2.3491 0.4471 1.0753
C 0.1133 0.3384 3.1209 -0.2874
O -0.4123 -0.0991 2.0575 -0.1639
H 2.4833 -1.7874 2.7727 0.1119
H 3.3660 -0.1730 2.3953 0.0822
H 1.8692 -0.7274 1.4375 0.0546
H 2.0930 1.3300 6.2918 0.1222
H 0.2769 2.6776 7.0278 0.1343
H -1.2349 1.7484 6.9595 0.1213
H -1.8984 3.7108 6.2043 0.1076
H -2.3505 1.1723 5.2093 0.1057
H -4.6647 0.1745 5.1498 0.1227
H -7.1389 0.4526 4.9755 0.1039
H -8.0759 1.9426 3.2038 0.1200
H -6.4157 3.2160 1.6828 0.1104
O -3.1142 -0.2493 -4.6784 0.0839
C -4.3460 -0.3246 -4.0591 -0.4540
O -5.2781 0.1968 -4.6619 0.1030
C -4.3891 -0.8600 -2.7082 -0.0351
C -5.5152 -1.2915 -1.9890 -0.5357
Cl -7.1208 -1.3786 -2.5713 0.8660
N -5.1541 -1.5794 -0.6972 -0.0330
N -3.7949 -1.2189 -0.4997 0.0258
C -3.3559 -0.7626 -1.6972 -0.1331
C -1.8885 -0.5939 -1.7207 -0.5034
O -1.3458 -0.4592 -2.8359 0.0538
O -1.2836 -0.4578 -0.5683 -0.1461
C -5.8833 -2.3772 0.2272 -0.2045
C -5.9417 -2.0186 1.6118 -0.0128
C -6.7088 -2.8045 2.4732 -0.0652
C -7.5822 -3.7508 1.9540 -0.0594
C -7.6119 -4.0361 0.5837 -0.0498
C -6.7125 -3.4101 -0.2455 -0.0598
H -2.4207 -0.3925 -3.9430 0.0460
H -5.3538 -1.1734 1.9615 0.0817
H -6.6401 -2.6203 3.5111 0.0969
H -8.3090 -4.2406 2.6050 0.1202
H -8.3689 -4.8111 0.2754 0.1415
H -6.4851 -3.7051 -1.2725 0.1095
O 4.3160 -1.0699 -1.6655 0.2154
N 3.9575 -0.6568 -2.6503 0.2228
N 1.5049 0.2866 -4.1129 -0.0014
N 2.0200 -1.0550 -4.0182 -0.0404
H 2.2850 0.9004 -3.7896 -0.0032
H 0.6377 0.4511 -3.6279 0.0492
H 2.1788 -1.4953 -4.8828 0.0758
H 1.5648 -1.6424 -3.3073 0.0957
C 0.6760 -6.0835 -2.6852 -0.0363
C -0.1774 -5.6418 -1.5518 -0.2520
C 0.3994 -5.1298 -0.4210 -0.0271
C -0.3598 -4.7318 0.6754 -0.0669
C -1.7179 -4.8611 0.6285 -0.4257
C -2.3538 -5.6492 -0.4328 -0.0406
C -1.5807 -5.8663 -1.5245 -0.0322
S -2.6821 -4.0391 1.7953 1.0215
C -2.2832 -4.9643 3.3201 -0.1911
O -1.8831 -2.6952 1.9923 -0.6360
H 0.6457 -5.4350 -3.5507 0.0825
H 0.4317 -7.1098 -2.9672 0.0971
H 1.7411 -6.0052 -2.3844 0.0907
H 1.4682 -5.1170 -0.2320 0.1243
H 0.0263 -4.2251 1.5363 0.1101
H -3.3878 -5.9164 -0.3679 0.1063
H -2.1894 -6.2054 -2.4110 0.1473
H -2.5365 -6.0229 3.2096 0.0760
H -2.8176 -4.5297 4.1733 0.0634
H -1.2114 -4.8832 3.5548 0.0730
C 4.6767 6.0052 -1.4773 -0.1178
C 3.2597 5.6382 -1.8623 -0.2990
C 2.8458 5.9905 -3.2436 -0.2114
C 3.0031 4.7584 -4.1302 -0.2051
N 4.3937 4.3121 -4.2680 -0.0003
C 5.0432 3.2887 -3.5905 -0.7785
S 4.1574 2.2897 -2.5778 0.6972
N 6.3509 3.2179 -3.8002 0.0132
C 7.3448 2.2214 -3.2955 -0.1681
C 7.9834 2.7551 -2.0110 -0.2177
C 9.2414 2.0603 -1.5545 -0.2727
C 9.0540 0.6826 -0.9012 -0.1062
H 5.4354 5.2251 -1.6232 0.0506
H 4.6755 6.2068 -0.3766 0.0833
H 5.0282 6.9735 -1.8571 0.0791
H 2.6233 6.0971 -1.0517 0.1226
H 3.1513 4.4998 -1.7020 0.0677
H 3.3173 6.9016 -3.5723 0.1076
H 1.7952 6.3432 -3.2508 0.1228
H 2.6200 4.8569 -5.1629 0.1285
H 2.5353 3.8848 -3.6037 0.0739
H 4.8963 4.8710 -4.9623 0.1527
H 6.7392 3.7258 -4.6112 0.1644
H 8.1169 2.0031 -4.0104 0.1180
H 6.7884 1.2825 -3.0668 0.0970
H 7.2259 2.5865 -1.1560 0.1362
H 8.1769 3.7689 -2.0597 0.0835
H 9.7075 2.6907 -0.8214 0.0965
H 10.0172 1.9906 -2.3790 0.1301
H 8.1611 0.6211 -0.3624 0.0354
H 9.8871 0.4702 -0.1880 0.0887
H 9.0319 -0.1052 -1.6995 0.0825



Record 4
117
Properties=species:S:1:pos:R:3:lowdin_charge:R:1 method="wB97M-V/def2-TZVPD" fmax_ev_per_a=10.8 e_tot_ha=-3299.6560 charge=-1 e_above_lowest_ev=0.214
C -49.6710 -24.3855 31.4135 -0.0155
C -48.4085 -23.4401 31.5288 -0.4088
O -47.4828 -23.9179 32.0938 0.1222
N -48.5733 -22.0114 31.3165 0.0798
H -49.3139 -21.9624 30.4789 0.1838
H -48.9315 -21.4591 32.0290 0.0561
C -47.3050 -21.2521 31.0388 0.0127
H -49.7336 -25.3619 30.6255 0.1124
H -50.6996 -23.7668 31.0646 0.1045
H -50.1142 -24.7326 32.4526 0.0997
H -46.6304 -21.3035 31.8815 0.0567
H -47.6106 -20.1041 31.0428 0.1539
H -46.6767 -21.6885 30.2049 0.0887
N -48.4016 -17.5031 29.8652 -0.6010
O -48.3213 -16.6865 30.7998 -0.0477
O -49.2750 -18.3950 29.7870 -0.0820
O -47.4892 -17.3443 28.9497 -0.1365
N -50.8168 -20.5291 33.1940 -0.6304
O -50.9904 -21.7202 32.9804 -0.0724
O -51.6725 -19.7336 32.8563 -0.0009
O -49.6934 -20.1606 33.0383 -0.0396
C -50.7588 -23.1293 27.7358 -0.0278
C -50.6834 -21.5432 27.8442 -0.4553
C -52.1314 -20.9675 27.8866 -0.0387
O -50.0429 -21.1132 28.9908 -0.0807
H -51.3162 -23.5134 28.6032 0.0597
H -49.7408 -23.5948 27.9790 0.0838
H -51.0752 -23.3690 26.7251 0.0692
H -50.1496 -21.0164 26.9944 0.1455
H -52.5467 -21.2684 28.7334 0.0043
H -52.7712 -21.2960 27.0250 0.0952
H -52.1679 -19.8962 27.7744 0.0800
H -49.8999 -20.1604 29.0182 0.0668
C -45.5623 -22.7910 27.1538 -0.0862
C -45.4571 -21.3333 27.3290 -0.5071
C -46.8387 -20.7320 27.1519 -0.0682
O -44.9646 -21.0705 28.7078 -0.1217
H -45.9449 -23.0960 26.2062 0.0626
H -46.2627 -23.1663 27.9693 0.0997
H -44.5203 -23.3350 27.2089 0.1160
H -44.8325 -20.7103 26.5994 0.1507
H -46.9725 -19.7231 27.5097 0.0677
H -47.3521 -21.3207 27.8383 0.0255
H -47.1313 -20.8277 26.0124 0.1337
H -44.8144 -20.0625 28.7704 0.1363
C -51.8674 -25.1253 36.6986 -0.0641
C -52.4676 -24.3142 35.6406 -0.4441
C -54.0030 -24.2458 35.6448 -0.0531
O -52.1261 -22.8777 35.9866 -0.1371
H -52.3683 -24.8933 37.5464 0.0526
H -50.7415 -24.9005 36.7753 0.1128
H -51.9693 -26.1161 36.5960 0.0365
H -52.0535 -24.4652 34.5538 0.1554
H -54.2172 -25.3571 35.7810 0.0885
H -54.7186 -23.8495 34.8156 0.1221
H -54.2013 -23.9094 36.5077 -0.0165
H -51.3355 -22.6700 35.3238 0.1102
C -55.3280 -21.3365 30.1470 0.0302
C -54.4415 -22.0108 31.2055 0.1286
C -54.2407 -23.5224 30.8904 -0.3942
O -53.4177 -24.1518 31.6679 0.0130
C -54.7980 -24.0482 29.7492 -0.0593
C -55.7587 -23.4593 28.9173 0.0296
C -56.1346 -22.0127 29.1337 -0.4128
O -57.0299 -21.5119 28.4106 0.0549
H -55.5309 -20.2348 30.1798 0.1176
H -53.7221 -21.3996 31.9341 0.1502
H -54.3741 -25.2204 29.4872 0.1904
H -56.2640 -24.1680 28.0771 0.1641
C -43.1690 -25.1494 33.0974 0.1583
C -43.0401 -23.9473 34.1946 0.1406
C -43.5119 -22.6694 33.7617 -0.4672
O -43.4976 -21.6972 34.4937 0.0988
C -43.8003 -22.4531 32.3160 0.0594
C -43.6917 -23.4258 31.2427 0.0726
C -43.4760 -24.8339 31.6972 -0.4021
O -43.4795 -25.7570 30.8586 0.0521
H -42.9301 -26.1020 33.1600 0.0410
H -42.8095 -24.2578 35.1339 0.0595
H -44.0131 -21.3385 31.9328 0.1604
H -43.9110 -23.4499 30.2887 0.0429
C -47.8274 -21.0996 37.8917 0.0686
C -48.5173 -22.3582 37.2638 0.0886
C -48.0542 -22.8224 35.8869 -0.3715
O -48.4856 -23.8701 35.3139 0.0458
C -47.1327 -21.8780 35.2346 0.0790
C -46.4160 -20.7114 35.8518 0.0926
C -46.7345 -20.3703 37.2244 -0.4113
O -46.0287 -19.5244 37.8457 0.0596
H -48.1997 -20.9699 39.0045 0.1361
H -49.2371 -22.9486 37.8294 0.0868
H -46.7076 -22.2402 34.3226 0.0760
H -45.8071 -20.1966 35.2894 0.0482
C -53.7023 -27.1000 32.6486 0.0414
C -55.0205 -27.8564 32.5237 0.0652
C -55.1417 -28.9098 31.4321 -0.4123
O -56.1878 -29.5118 31.1976 0.0577
C -53.9118 -29.2895 30.6211 0.0301
C -52.7045 -28.5691 30.8117 0.0186
C -52.5956 -27.4113 31.7345 -0.4278
O -51.5460 -26.7511 31.6932 0.0594
H -53.5453 -26.1387 33.3634 0.1376
H -55.8082 -27.4832 33.3640 0.1515
H -54.0403 -30.2236 29.9566 0.1378
H -51.7807 -28.6229 30.1550 0.1225
C -47.4641 -30.1016 29.8567 0.0493
C -48.2971 -29.0338 29.3636 0.1136
C -47.8252 -27.5515 29.4508 -0.4525
O -48.4441 -26.6186 28.9984 0.0945
C -46.5791 -27.3777 29.9982 0.0574
C -45.9093 -28.4846 30.7894 0.0837
C -46.3325 -29.8357 30.7195 -0.4266
O -45.8486 -30.7068 31.4755 0.0840
H -47.8859 -30.9806 29.7846 0.0507
H -49.2680 -29.0770 28.9740 0.0794
H -46.0105 -26.3751 30.0910 0.1366
H -45.0471 -28.0695 31.3494 0.1114